[1]
Below is a structure of composition C11H26Cl4N4O11 at a distorted geometry, with properties calculated with ωB97M-V/def2-TZVPD.

Summary:
HOMO: -9.4 eV
relative energy (zero: lowest compared OMol25 entry of this formula, charge and spin): 102.63 kcal per mole
E_LUMO: -0.2288 eV
gap between HOMO and LUMO: 9.21 eV

```
! wB97M-V def2-TZVPD RIJCOSX def2/J DEFGRID3
* xyz 0 1
Cl 0.6381 -0.0193 -2.3642
Cl 0.7678 -2.9821 -0.6928
Cl -2.7766 3.6781 -4.5249
Cl -1.3482 3.3280 -1.3412
O -1.1731 0.6304 1.2997
O -5.5956 -1.1272 -2.2139
O -2.2604 -4.0600 1.8370
O -2.9924 0.6991 2.6426
O 4.5330 -0.3638 3.5331
O 5.8409 -2.4280 -0.6536
O 3.7226 -0.3699 1.5373
O 4.3528 -1.3860 -1.7935
O -1.7234 2.4190 2.5442
O -1.3322 -2.4956 0.7045
O -4.4477 0.1061 -3.5476
N 5.3675 -1.4113 -1.1200
N -1.4359 -3.6544 1.0430
N 3.6374 -0.2446 2.7386
N -4.6396 -0.4332 -2.4775
C 6.0918 -0.1335 -0.9772
C -1.8961 1.1963 2.0723
C -0.6069 3.1439 -2.9590
C 1.0499 -0.2055 -0.6602
C -1.1673 4.1498 -3.9268
C -0.5532 -4.6690 0.4086
C -3.3257 -0.6273 2.2624
C -3.6106 -0.2171 -1.4162
C 2.3189 0.2129 3.2501
C 0.2464 -1.3645 -0.0620
C -0.5757 3.1220 2.1134
H -1.2873 5.1598 -3.5471
H -0.7797 -1.2125 -0.3787
H 1.6147 -0.6116 3.1790
H -2.4926 -1.2909 2.4823
H 2.3498 0.6511 4.2413
H -0.0643 -5.2416 1.1932
H -0.6188 4.1703 2.3843
H 6.0718 0.1993 0.0605
H -1.2338 -5.3884 -0.0459
H -3.6153 -0.6262 1.2125
H 5.6849 0.6441 -1.6107
H 0.7765 0.6853 -0.0949
H -0.4320 2.9462 1.0483
H -2.6497 -0.0130 -1.8700
H -0.4912 4.1866 -4.7823
H -0.6559 2.1313 -3.3447
H 0.1223 -4.2322 -0.3162
H 2.0029 1.0076 2.5753
H 0.4580 3.3382 -2.8255
H -4.1380 -1.0476 2.8529
H 0.2815 2.6711 2.6272
H 2.1168 -0.3801 -0.5367
H 0.3556 -1.4105 1.0148
H -3.6464 -1.1312 -0.8271
H 7.1538 -0.2804 -1.1650
H -3.9898 0.5820 -0.7829
*
```

[2]
Below is the molecule C2H4FPS at a distorted geometry, with properties calculated with ωB97M-V/def2-TZVPD.

Summary:
HOMO: -8.6 eV
relative energy (zero: lowest compared OMol25 entry of this formula, charge and spin): 36.75 kcal per mole
E_LUMO: -0.0823 eV
gap between HOMO and LUMO: 8.48 eV
SMILES: [H]/P=C(/F)SC

```
! wB97M-V def2-TZVPD RIJCOSX def2/J DEFGRID3
* xyz 0 1
S 0.3614 -0.9159 -0.1692
P -2.9247 -0.3892 0.3006
F -1.1895 1.4745 -0.1744
C 1.7832 0.2061 0.0283
C -1.4139 0.2118 -0.1621
H 1.9596 0.4122 1.0501
H 1.5327 1.0789 -0.3840
H -2.6599 -1.7778 -0.0937
H 2.5510 -0.3006 -0.3957
*
```

[3]
Below is a structure of composition C36H62MnN4O2 at a distorted geometry, with properties calculated with ωB97M-V/def2-TZVPD.

Summary:
HOMO (alpha / beta): -12.6 / -12.7 eV
E_LUMO (alpha / beta): -6.1464 / -8.2781 eV
gap between HOMO and LUMO (alpha / beta): 6.49 / 4.42 eV
expectation value of S²: 3.832

```
! wB97M-V def2-TZVPD RIJCOSX def2/J DEFGRID3
* xyz 2 4
Mn 1.0558 1.5207 -0.6172
O 1.8538 0.4818 0.6499
O -0.7384 1.5333 -0.3830
N 3.1474 1.4281 -1.8805
N 0.7019 -0.2472 -1.6955
N 1.5090 3.2513 0.6320
N 0.4148 3.3865 -1.9054
C -2.8361 -0.1695 -2.7759
C 0.7999 4.6454 -1.2326
C -6.3410 -1.0548 -1.8994
C 1.6769 -4.9010 2.3718
C 2.5179 -2.5339 2.5484
C 1.0923 -3.0447 0.7200
C -5.3627 -0.4814 -2.9366
C -1.8227 1.0845 -0.9495
C -5.0504 -1.5794 -3.9581
C 2.3903 0.0058 4.3399
C -2.3330 1.7095 1.9430
C 1.9509 -0.7004 -2.3439
C -4.7181 2.0811 1.4162
C -3.1273 1.3282 -0.4159
C 2.5995 -1.1958 2.2133
C 0.9264 -5.8266 1.4112
C 0.7281 4.4440 0.2787
C -0.3456 0.0045 -2.7112
C -4.2102 0.8078 -1.0945
C -3.2995 2.1729 0.8401
C 2.7451 0.4646 -2.9239
C 1.0923 -1.7180 0.3518
C -3.0160 3.6401 0.4681
C 4.2813 0.8753 -1.1238
C -6.0398 0.6921 -3.6685
C 1.7762 -3.4870 1.8506
C 4.6089 -0.9988 3.7390
C 3.6382 2.6454 -2.5423
C 0.2063 -1.3218 -0.8025
C -4.1154 0.0509 -2.2664
C -1.7124 0.3184 -2.1439
C 3.3592 -0.2910 3.1801
C 3.0799 -5.4794 2.6080
C 1.8469 -0.7480 1.0775
C 0.9094 -4.8430 3.7075
C 3.8392 1.0195 2.5550
H 1.3615 3.0411 1.6231
H 3.6310 0.0641 -3.4362
H 4.6843 1.6392 -0.4616
H -0.1073 -5.5164 1.2790
H 0.6665 3.4417 -2.8911
H -6.9667 0.3446 -4.1164
H 5.0827 0.5526 -1.7999
H 2.0597 -0.9199 4.8057
H -1.2876 1.8166 1.6560
H -5.4555 2.5016 0.7371
H -0.4495 -0.8887 -3.3428
H -0.0213 0.8295 -3.3588
H 2.1437 0.9885 -3.6714
H -4.4736 -1.1999 -4.7975
H 2.8504 3.1170 -3.1233
H 3.0547 -2.8578 3.4212
H -2.1430 3.7131 -0.1785
H -4.5138 -2.4038 -3.4942
H -0.0713 -4.3936 3.5640
H 1.0890 5.3438 0.7904
H 1.7267 -1.4196 -3.1417
H 4.4704 2.4138 -3.2181
H -0.7571 -0.9934 -0.3940
H 4.5659 0.8128 1.7731
H -4.7668 2.6543 2.3396
H 5.2570 -0.2663 4.2125
H 2.9975 -6.4895 2.9991
H -3.8631 4.0719 -0.0593
H 0.1341 5.4693 -1.5118
H 2.5038 3.4573 0.5113
H 4.3231 1.6278 3.3156
H -2.7101 -0.7443 -3.6779
H -5.8537 -1.8070 -1.2829
H 4.3626 -1.7340 4.4989
H -6.7550 -0.2864 -1.2533
H 0.0079 -2.2182 -1.4056
H 1.4494 -4.2587 4.4469
H 4.0000 3.3552 -1.8014
H 3.6363 -5.5156 1.6742
H -2.8450 4.2264 1.3692
H -5.9803 -1.9706 -4.3602
H 1.8215 4.9026 -1.5237
H 3.6479 -4.8942 3.3238
H 5.1711 -1.4856 2.9451
H 0.7750 -5.8476 4.0994
H 0.9148 -6.8360 1.8129
H 2.5522 -1.2212 -1.5931
H 2.8878 0.6081 5.0954
H -5.3958 1.0745 -4.4573
H 0.5350 -3.7383 0.1122
H -7.1747 -1.5231 -2.4155
H -0.3074 4.2730 0.5845
H -2.5028 2.3050 2.8367
H 3.9767 0.0249 -0.5196
H 1.4150 -5.8649 0.4400
H -0.6063 3.3252 -1.8875
H -6.2705 1.5029 -2.9824
H -4.9736 1.0475 1.6394
H 1.5109 0.5416 3.9860
H 3.0093 1.5855 2.1418
H -2.5083 0.6643 2.1926
H -5.1942 0.9871 -0.7012
*
```

[4]
Below is a structure of composition C10H14B2F4N6Ni at a distorted geometry, with properties calculated with ωB97M-V/def2-TZVPD.

Summary:
HOMO (alpha / beta): -8.7 / -8.7 eV
relative energy (zero: lowest compared OMol25 entry of this formula, charge and spin): 6.65 kcal per mole
E_LUMO (alpha / beta): -0.7030 / -2.1459 eV
gap between HOMO and LUMO (alpha / beta): 8.04 / 6.60 eV
expectation value of S²: 2.006

```
! wB97M-V def2-TZVPD RIJCOSX def2/J DEFGRID3
* xyz 0 3
Ni -2.3968 0.2372 -0.0260
F -1.1400 -2.5404 1.7028
F -2.4277 -1.7347 -0.1717
F -0.0199 -2.2446 -0.3327
F -1.5372 -3.9629 -0.1115
N -1.7925 1.8035 0.6326
N -0.8594 2.7348 0.1794
N 1.3665 2.8172 -1.2915
N 2.2688 1.8329 -0.8544
N -0.8835 1.6418 -2.1196
N -1.6814 0.5877 -1.6948
C 3.4396 3.5732 -1.7052
C 3.5074 2.2891 -1.0962
C -2.0454 -0.1361 -2.8055
C -0.9170 1.6596 -3.4767
C -1.6485 3.4605 2.1543
C -0.8372 3.7779 1.0612
C -1.6312 0.5596 -3.9408
C 2.2512 -2.2601 3.0589
C 2.0762 3.8683 -1.8007
C -2.2350 2.2218 1.8646
B -1.1162 -2.7428 0.3388
B -0.2337 2.7485 -1.2366
H 2.6592 -1.2646 2.8464
H 2.9295 -3.0040 2.7015
H 1.5795 4.7601 -2.1936
H 2.1219 -2.3722 4.1423
H -2.5241 -1.0958 -2.7014
H -0.4474 2.4443 -4.0497
H 1.2811 -2.3688 2.5570
H -1.8100 4.0767 3.0284
H 4.2585 4.1895 -2.0358
H -0.5692 3.7855 -1.7684
H -0.2791 4.6918 0.8597
H 4.4142 1.7330 -0.8741
H -1.8297 0.2868 -4.9637
H -2.9196 1.6167 2.4532
*
```

[5]
Below is the ion C3HN2O3 with charge -1 at a distorted geometry, with properties calculated with ωB97M-V/def2-TZVPD.

Summary:
HOMO: -5.0 eV
relative energy (zero: lowest compared OMol25 entry of this formula, charge and spin): 10.69 kcal per mole
E_LUMO: 4.1177 eV
gap between HOMO and LUMO: 9.13 eV
SMILES: [H]/N=C1\OC([O-])=NC1=O

```
! wB97M-V def2-TZVPD RIJCOSX def2/J DEFGRID3
* xyz -1 1
O -0.1718 -2.5785 -0.6888
O -1.0044 0.9802 1.9300
O 0.4993 -0.4310 -0.8848
N 0.8955 1.7925 -0.4563
N -0.8181 -0.9864 0.8372
C -0.1712 -1.4666 -0.2554
C 0.2307 0.8301 -0.0965
C -0.6099 0.3138 1.0068
H 1.1499 1.5459 -1.3923
*
```

[6]
Below is a cluster of 2 separate species, C6H12O in total, with properties calculated with ωB97M-V/def2-TZVPD.

Summary:
HOMO: -8.6 eV
relative energy (zero: lowest compared OMol25 entry of this formula, charge and spin): 36.31 kcal per mole
E_LUMO: 0.9924 eV
gap between HOMO and LUMO: 9.59 eV
SMILES: C=C(C)O.C=CC

```
! wB97M-V def2-TZVPD RIJCOSX def2/J DEFGRID3
* xyz 0 1
O 0.8022 -0.5700 1.4377
C 0.8209 -1.4348 0.3802
C 0.3061 -2.6554 0.5155
C -0.9483 1.7480 0.4766
C 0.1669 2.2000 -0.0968
C -2.0460 0.9997 -0.2208
C 1.5159 -0.9549 -0.8638
H 0.3651 -3.3679 -0.2987
H -1.7378 0.6493 -1.2114
H 0.9170 2.7514 0.4653
H 1.5042 -1.7290 -1.6338
H 0.3702 2.0378 -1.1540
H -1.1019 1.9310 1.5406
H 1.0450 -0.0561 -1.2777
H -0.1467 -2.9641 1.4514
H 0.8953 0.3344 1.1049
H 2.5586 -0.7027 -0.6369
H -2.9209 1.6498 -0.3463
H -2.3658 0.1333 0.3680
*
```

[7]
Below is a cluster of 12 separate species, C4H34N2O11 in total at a distorted geometry, with properties calculated with ωB97M-V/def2-TZVPD.

Summary:
HOMO: -16.1 eV
relative energy (zero: lowest compared OMol25 entry of this formula, charge and spin): 68.30 kcal per mole
E_LUMO: -4.9460 eV
gap between HOMO and LUMO: 11.14 eV

```
! wB97M-V def2-TZVPD RIJCOSX def2/J DEFGRID3
* xyz 2 1
O -2.0077 -2.0975 -0.8224
O -0.9014 2.6614 3.7650
O -0.5066 5.4278 0.9812
O 0.3875 1.4890 0.6994
O -3.8706 0.7567 0.9723
O -0.2129 0.0620 -1.7515
O 3.8741 -1.7676 3.5242
O -1.5417 0.4390 2.2866
O -2.9288 3.0606 -0.3392
O -0.2712 -1.8861 2.7275
O 0.6855 0.9479 -4.3434
N 1.9934 -1.3241 1.1599
N 0.0063 -1.8831 -3.5535
C 1.6135 -2.2414 -1.0285
C 1.4284 -2.2106 -3.6085
C 2.3549 -1.4388 -0.2632
C 2.0727 -2.8130 -2.3236
H -4.6509 0.2435 0.7695
H -0.0474 1.4453 -3.9565
H 0.1414 0.8318 -2.2090
H 4.6525 -1.1645 3.5984
H 1.2009 -1.9930 1.3169
H 1.6027 -0.4554 1.5415
H 3.1486 -2.6858 -2.4682
H -0.2208 -1.1795 -2.7406
H -2.4993 -1.3260 -1.1398
H 1.5767 -3.0257 -4.3000
H -0.8014 0.1633 -1.0005
H 0.4453 2.3220 1.1802
H -0.5030 -2.7621 -3.4442
H 3.1794 -0.7922 -0.5815
H -2.5723 -2.3929 -0.0966
H 2.7004 -1.7854 1.7350
H -0.2308 2.9465 4.3945
H -2.5012 0.4744 2.0890
H -1.5407 3.3827 3.7118
H -0.2839 0.9254 1.1286
H 2.0078 -1.4422 -4.1679
H -0.3473 -1.3343 -4.3463
H -3.7258 1.5855 0.4853
H -0.8404 -1.1830 3.0461
H -1.1773 5.9998 1.3766
H 4.4898 -2.5233 3.5535
H 0.0515 -2.3845 3.4930
H 1.2777 1.5635 -4.7861
H -2.1609 3.5728 -0.6121
H -1.3926 1.2827 2.7598
H -3.5354 3.6561 0.1126
H 1.7516 -3.8448 -2.1681
H 0.6677 -2.6344 -0.5825
H 0.0324 6.0930 0.5311
*
```

[8]
Below is a structure of composition C22H51MnN4OP2 at a distorted geometry, with properties calculated with ωB97M-V/def2-TZVPD.

Summary:
HOMO (alpha / beta): -17.1 / -17.1 eV
relative energy (zero: lowest compared OMol25 entry of this formula, charge and spin): 19.89 kcal per mole
E_LUMO (alpha / beta): -10.4460 / -10.5042 eV
gap between HOMO and LUMO (alpha / beta): 6.70 / 6.64 eV
expectation value of S²: 3.820

```
! wB97M-V def2-TZVPD RIJCOSX def2/J DEFGRID3
* xyz 3 4
Mn -0.2168 1.8216 0.7241
P -2.2214 0.7070 1.0803
P 0.2304 -2.2127 -2.8038
O -0.5543 2.0303 -2.2146
N 1.7752 1.9083 0.5209
N 3.2294 2.6601 2.2468
N 2.0280 0.6623 2.4626
N -2.2248 -0.7395 -1.9633
C 2.3680 1.7356 1.7115
C 2.4755 -0.8728 -1.6268
C -0.9665 -1.4853 -3.9848
C -3.4727 -0.2563 -1.3802
C -2.0514 -1.4369 2.8711
C -2.5099 2.1428 2.2637
C -0.5211 2.0950 -1.0352
C -3.0196 -0.7528 1.9055
C 3.8013 3.6337 1.3167
C -4.3790 -0.3921 2.5234
C -2.2301 -0.8334 -3.3936
C 2.3459 -4.0345 -2.2859
C 2.1876 -0.8304 -4.1610
C 2.7612 0.3255 3.6662
C 1.3445 -4.1651 -4.6106
C 1.0862 -3.7916 -3.1473
C 2.8756 3.2125 3.5619
C 1.4816 -0.8658 -2.7890
C -1.9585 1.8700 3.6785
C 1.1689 -0.3683 1.9072
C -3.3703 0.8893 -0.3404
C -1.9488 3.4517 1.6807
H -4.3936 1.0734 0.0274
H -0.4123 -0.7231 -4.5453
H 2.9833 -1.5905 -4.2458
H -2.5695 -2.2164 3.4446
H 3.1389 4.2764 3.5841
H -2.7290 3.9389 1.0592
H 2.2854 -3.5732 -1.2948
H -2.5753 1.1979 4.2891
H -1.2325 -1.9171 2.3246
H -3.1618 -1.3724 -3.7482
H 0.4669 0.0468 1.1535
H -3.0575 1.7965 -0.8737
H -4.0685 -1.1127 -0.9704
H -1.6232 -0.7262 3.5877
H 1.7667 -1.1610 1.4278
H -5.2020 -0.5401 1.8106
H -2.3211 0.2014 -3.7952
H -3.6037 2.2333 2.3359
H 1.5187 -0.9698 -5.0272
H 4.4034 4.3384 1.8938
H 3.1845 -0.0448 -1.7719
H 2.4721 -5.1112 -2.1071
H 2.7824 -0.7597 3.7880
H -0.9944 3.4232 1.0678
H 0.4658 -4.0288 -5.2469
H 2.2664 2.5635 -0.0952
H -0.9350 1.4661 3.6467
H 3.4445 2.6964 4.3526
H 3.0251 4.1982 0.7702
H 3.7909 0.6919 3.5793
H -4.5826 -1.0151 3.4013
H 0.2915 -4.4556 -2.7473
H 3.0491 -1.8029 -1.5830
H -1.7764 -1.6287 -1.5326
H 0.6012 -0.8474 2.7122
H -4.4345 0.6465 2.8637
H -1.3087 -2.2822 -4.6564
H -1.7178 4.1259 2.5270
H 3.2614 -3.6810 -2.7766
H 2.2923 0.7548 4.5615
H 1.9599 -0.7396 -0.6683
H -0.6069 -2.5955 -1.6596
H 1.6084 -5.2280 -4.6639
H 2.6641 0.1538 -4.2966
H -4.0908 0.1527 -2.2091
H 1.7958 3.1148 3.7674
H 0.8571 0.0407 -2.6991
H 4.4451 3.1229 0.5835
H 2.1810 -3.6013 -5.0398
H -3.2186 -1.4588 1.0825
H -1.8997 2.8204 4.2270
*
```

| no. | E (eV) | molar mass (g mol⁻¹) |
| --- | --- | --- |
| 1 | -90386.193 | 532.16 |
| 2 | -24977.366 | 110.09 |
| 3 | -79701.709 | 637.86 |
| 4 | -72809.360 | 374.57 |
| 5 | -12251.566 | 113.05 |
| 6 | -8462.779 | 100.16 |
| 7 | -30188.658 | 286.32 |
| 8 | -81518.876 | 504.56 |